P.
ORCA calculation (ωB97M-V/def2-TZVPD) on a 2-piece molecular cluster, C5H11N3O overall.

The geometry in XYZ format:
```
20
Properties=species:S:1:pos:R:3:nbo_charge:R:1
H 0.630 -1.924 1.461 0.37
C -0.391 0.424 0.653 0.17
H 0.713 -0.166 -1.625 0.37
H -0.282 -2.905 0.514 0.37
C -0.710 1.806 -1.276 -0.18
H 2.447 -1.906 -0.793 0.47
C -0.299 -0.957 -0.054 0.04
N -1.641 0.575 1.292 -0.85
H 0.642 1.838 1.853 0.19
O 2.039 -1.106 -0.438 -0.62
C 0.712 1.073 1.096 -0.46
H -1.582 2.130 -0.763 0.24
H 1.658 0.970 0.597 0.22
N 0.743 -1.072 -1.062 -0.37
H -1.625 1.236 2.057 0.37
N -0.249 -1.993 0.957 -0.83
H -1.232 -1.071 -0.620 0.20
C 0.007 1.584 -2.245 -0.34
H 0.457 1.773 -3.186 0.25
H -2.035 -0.311 1.582 0.39
```

The value obtained for the gap between HOMO and LUMO is 0.3281 Ha. The calculation puts the LUMO energy at 0.88 eV. Its SMILES is C=C(N)[C@H](N)NO.C#C.

Q.
ORCA calculation (ωB97M-V/def2-TZVPD) on one molecule with the formula C5H11N3O.

The geometry in XYZ format:
```
20
Properties=species:S:1:pos:R:3:nbo_charge:R:1
H 2.514 -1.077 1.076 0.32
C -0.419 -0.325 -0.649 0.04
C 0.265 2.084 -0.173 -0.64
N 2.137 -0.350 1.690 -0.50
C -2.073 1.284 0.161 -0.43
H -2.820 0.501 0.246 0.20
H 2.133 -0.768 2.617 0.33
H 0.849 2.151 0.748 0.24
H 1.147 -2.825 0.719 0.39
H -0.024 -2.885 -0.502 0.38
C -0.767 0.989 -0.067 0.04
H 0.966 1.933 -0.999 0.22
H -1.562 0.008 -2.217 0.40
N -1.137 -0.785 -1.730 -0.82
H -0.200 3.060 -0.337 0.21
N 0.783 -2.389 -0.122 -0.87
O 0.719 -0.355 1.360 -0.42
H -0.619 -1.484 -2.257 0.38
C 0.490 -1.062 0.028 0.34
H -2.382 2.293 0.410 0.20
```

The value obtained for the gap between HOMO and LUMO is 0.2940 Ha. The calculation puts the LUMO energy at 0.82 eV. Its SMILES is C=C(C)/C(N)=C(/N)ON.

R.
ORCA calculation (ωB97M-V/def2-TZVPD) on one molecule with the formula C5H11N3O.

The geometry in XYZ format:
```
20
Properties=species:S:1:pos:R:3:nbo_charge:R:1
H -0.517 2.132 0.760 0.42
H 0.832 -2.796 0.606 0.21
H 0.780 -0.078 -1.558 0.40
C 0.457 0.266 0.758 0.41
C -0.168 -0.911 0.814 -0.06
H -2.243 -1.291 1.106 0.22
H -0.351 3.078 -2.511 0.34
N -0.478 2.873 -1.524 -0.79
C 0.512 -2.120 1.399 -0.64
O 1.727 0.417 1.274 -0.70
C -1.554 -1.113 0.285 -0.63
H 0.588 0.922 -2.919 0.39
N -0.094 1.426 0.177 -0.68
H 1.389 -1.816 1.962 0.24
N 0.710 0.863 -1.921 -0.85
H -1.901 -0.252 -0.273 0.23
H 2.056 1.288 1.023 0.49
C 0.011 1.767 -1.150 0.58
H -0.169 -2.665 2.051 0.21
H -1.587 -1.989 -0.358 0.21
```

The value obtained for the gap between HOMO and LUMO is 0.3462 Ha. The calculation puts the LUMO energy at 0.74 eV. Its SMILES is [H]/N=C(\N)NC(O)=C(C)C.

Most stable: R. Least stable: P.

P.
ORCA calculation (ωB97M-V/def2-TZVPD) on one molecule with the formula C5H11N3O.

The geometry in XYZ format:
```
20
Properties=species:S:1:pos:R:3:nbo_charge:R:1
H -2.007 -1.474 -0.369 0.51
H -2.246 2.313 -0.030 0.21
H 0.154 -1.452 1.867 0.24
H -3.559 0.151 1.019 0.16
N -0.559 0.760 -0.317 -0.33
C 0.639 -0.567 1.219 -0.27
H 1.760 0.067 -1.799 0.22
C -1.772 1.216 -0.127 0.08
C -2.972 0.306 -0.042 -0.14
H 3.610 0.583 0.625 0.36
N 2.998 0.841 -0.160 -0.84
C 1.305 -0.953 -0.079 -0.09
O -2.882 -0.963 -0.594 -0.74
N -0.181 -0.575 -0.164 -0.31
H 0.701 0.507 1.523 0.23
H 1.176 -1.926 -0.340 0.21
H -3.752 0.882 -0.453 0.19
H 3.146 -0.861 -1.226 0.21
C 2.279 -0.270 -0.938 -0.24
H 2.164 1.413 0.386 0.34
```

The value obtained for the gap between HOMO and LUMO is 0.3370 Ha. The calculation puts the LUMO energy at 0.77 eV. Its SMILES is NC[C@H]1CN1/N=C\CO.

Q.
ORCA calculation (ωB97M-V/def2-TZVPD) on one molecule with the formula C5H11N3O.

The geometry in XYZ format:
```
20
Properties=species:S:1:pos:R:3:nbo_charge:R:1
O -1.539 -1.736 -1.353 -0.59
H 1.423 -1.799 1.127 0.20
H -1.249 1.992 -0.864 0.20
C -0.374 1.359 -1.029 -0.23
N -0.690 0.317 -1.984 -0.68
C -0.014 0.605 0.274 0.30
H 0.922 2.217 1.304 0.23
H -0.954 -0.014 1.971 0.37
N 0.353 -0.844 -0.365 -0.49
C 1.165 1.195 1.017 -0.62
H 2.043 1.201 0.378 0.22
C 0.576 -2.000 0.474 -0.42
N -1.148 0.499 1.119 -0.84
C -0.640 -0.917 -1.312 0.77
H -0.293 -2.250 1.097 0.18
H -0.252 0.354 -2.896 0.40
H 0.460 1.987 -1.357 0.20
H -1.940 0.078 0.639 0.38
H 0.768 -2.868 -0.157 0.22
H 1.383 0.624 1.917 0.21
```

The value obtained for the gap between HOMO and LUMO is 0.3598 Ha. The calculation puts the LUMO energy at 0.84 eV. Its SMILES is CN1C(=O)NC[C@@]1(C)N.

Most stable: Q. Least stable: P.

P.
ORCA calculation (ωB97M-V/def2-TZVPD) on C20H54AsF6O19S7 as an isolated structure.

The geometry in XYZ format:
```
107
Properties=species:S:1:pos:R:3:lowdin_charge:R:1
S -0.882 2.843 -5.876 0.85
C 0.823 -1.323 3.696 -0.07
H -3.878 -2.341 2.200 0.12
H 0.851 -0.821 4.663 0.08
S -3.364 -3.564 4.468 0.68
O 2.458 -3.133 -1.571 -0.25
S -7.316 -0.082 -4.812 0.74
O 1.228 -3.300 4.990 -0.30
H 1.794 2.936 -2.816 0.05
H -4.794 -0.660 -2.177 0.08
H -2.229 -1.537 2.391 0.10
O -1.715 3.377 -7.094 -0.60
C -1.209 4.183 -4.738 -0.27
C 2.134 5.106 1.539 -0.36
O 4.538 -1.620 -1.185 -0.31
H -3.300 0.431 3.167 0.08
F -1.727 2.502 -1.315 -0.29
H 2.148 6.191 1.640 0.12
H 3.985 1.134 0.708 0.08
H 0.384 -2.813 0.866 0.06
H -8.010 -1.154 -6.939 0.07
O 2.569 3.183 4.771 -0.31
O -5.701 0.170 -4.576 -0.27
H 3.467 -4.643 7.345 0.05
C -3.174 -3.312 6.313 -0.10
O 2.830 -1.815 6.117 -0.29
S 3.828 -2.397 -2.191 0.67
H -2.856 1.783 -4.780 0.05
C 2.649 4.679 0.159 -0.06
H 1.606 -1.330 -1.022 0.11
C 5.255 2.098 -0.638 -0.27
C -4.866 -0.950 -4.295 -0.30
H -3.498 -1.646 -2.787 0.08
H 2.233 -5.362 6.291 0.06
O -7.984 -0.865 -3.706 -0.32
H 4.197 -4.712 -2.839 0.06
H -1.498 0.820 -4.385 0.04
H 2.376 3.655 -0.094 0.05
H -4.229 0.079 1.719 0.07
O -4.739 -3.952 4.187 -0.31
O 4.361 4.316 -3.174 -0.31
C 2.493 2.350 -3.414 -0.08
C 1.618 -2.610 3.751 -0.24
H -2.282 4.351 -4.638 0.07
F -0.490 0.235 -1.855 -0.28
H -0.130 -3.030 -0.955 0.09
H -0.195 -1.519 3.359 0.06
F -1.337 2.108 1.096 -0.30
O 4.109 2.403 -1.384 -0.30
O 2.797 4.542 2.590 -0.23
C 1.300 2.365 2.738 -0.11
H 1.380 -3.270 2.917 0.11
H -4.156 -1.257 -5.063 0.11
H 0.534 1.721 3.170 0.07
O 3.529 -1.869 -3.498 -0.28
H -0.622 5.043 -5.061 0.05
H 2.202 1.971 2.271 0.06
O -2.170 -4.350 4.092 -0.32
As -0.961 1.156 -0.416 0.94
O -3.139 -1.957 4.139 -0.29
H -2.112 0.874 -6.003 0.04
H 2.498 1.276 -3.224 0.06
H 3.737 4.719 0.224 0.07
H 0.929 -4.128 -0.002 0.08
C -3.261 -1.616 2.731 -0.25
S 2.002 -2.939 6.420 0.68
H 0.781 2.785 1.876 0.02
H 5.766 -3.848 -2.872 0.06
H -5.392 -1.898 -4.179 0.10
C 4.831 -3.986 -2.329 -0.10
C -7.100 -1.022 -6.353 -0.13
O 1.039 -3.003 7.545 -0.31
H -4.019 -2.822 6.796 0.06
H -6.514 -1.925 -6.182 0.06
C -4.058 -0.731 -2.978 -0.05
H 2.274 5.336 -0.626 0.09
C 2.968 -4.561 6.380 -0.09
H 1.053 5.053 1.408 0.12
H -0.742 3.933 -3.785 0.04
C -1.869 1.505 -5.148 -0.27
H 6.005 2.879 -0.767 0.12
H 1.311 -0.612 3.030 0.07
S 4.249 2.873 -2.963 0.66
C -3.979 -0.291 2.713 -0.07
H -2.198 -2.838 6.419 0.06
H -5.009 -0.222 3.063 0.08
H -3.383 0.123 -3.019 0.05
H 2.372 2.545 -4.479 0.06
H 3.688 -4.488 5.565 0.06
O 0.644 4.648 4.009 -0.30
H 4.395 2.796 1.210 0.04
O 5.122 1.972 -3.672 -0.30
H 2.663 -2.304 3.688 0.11
H 2.315 -2.177 0.348 0.11
F -0.208 -0.088 0.670 -0.29
H 5.575 1.548 1.550 0.08
H 5.572 1.132 -1.030 0.10
F 0.592 2.102 -0.691 -0.31
C 4.796 1.848 0.850 -0.03
H 5.106 -4.236 -1.305 0.06
S 1.827 3.828 3.691 0.68
H -3.074 -4.307 6.746 0.06
C 1.825 -2.317 -0.615 -0.33
C 0.614 -3.097 -0.161 -0.06
F -2.515 0.281 -0.304 -0.28
H -6.509 -0.393 -7.019 0.07
O -7.831 1.257 -5.287 -0.33
```

The value obtained for the gap between HOMO and LUMO is 0.3236 Ha. The calculation puts the LUMO energy at 1.68 eV. The net charge is -1.

Q.
ORCA calculation (ωB97M-V/def2-TZVPD) on C20H54AsF6O19S7 as an isolated structure.

The geometry in XYZ format:
```
107
Properties=species:S:1:pos:R:3:lowdin_charge:R:1
O 1.045 14.969 -10.276 -0.28
O -6.593 6.056 -10.397 -0.30
H 2.057 10.728 -2.750 0.07
H -1.178 14.889 -11.965 0.11
H -7.398 7.492 -12.484 0.06
C -0.397 7.449 -4.701 -0.11
H 1.747 11.413 -4.139 0.04
O 1.612 6.908 -13.037 -0.58
H 1.082 12.063 -10.784 0.05
H -2.834 8.433 -8.022 0.07
H -0.742 6.521 -5.158 0.08
H 1.512 13.920 -7.512 0.07
C 0.056 4.095 -8.666 -0.12
C 2.053 4.445 -4.417 -0.07
H -0.609 11.335 -2.989 0.12
F 1.847 7.790 -6.820 -0.28
S 6.413 7.995 -5.296 0.71
H -0.259 7.364 -11.070 0.04
F 2.561 7.701 -9.230 -0.26
O 6.772 9.061 -6.219 -0.30
H 1.826 9.657 -13.489 0.05
H 1.993 15.891 -4.111 0.07
H -1.018 14.769 -14.352 0.07
As 1.741 8.923 -8.204 0.93
O -2.133 7.275 -2.723 -0.30
S 1.863 14.325 -11.229 0.64
O 6.087 6.525 -6.163 -0.29
H -0.728 13.020 -14.378 0.07
S 3.670 14.444 -3.364 0.72
C 2.668 4.563 -5.750 -0.27
S -1.603 8.288 -3.620 0.71
H 2.859 4.265 -3.706 0.09
C -6.653 8.188 -12.098 -0.08
H 0.454 7.234 -4.055 0.06
O -6.654 8.434 -9.437 -0.32
H 5.225 4.610 -8.090 0.05
C -0.126 10.495 -3.488 -0.28
H -2.294 13.648 -13.882 0.08
H 0.801 13.104 -6.018 0.08
H 3.283 3.684 -5.944 0.12
F 0.899 10.149 -7.212 -0.29
O 3.225 14.787 -11.565 -0.30
C 1.448 10.499 -3.625 -0.02
O 1.616 4.739 -6.724 -0.28
H 1.921 12.339 -7.100 0.05
O 7.120 7.660 -4.066 -0.30
C 4.694 8.328 -4.880 -0.12
C -3.530 8.647 -8.834 -0.07
C -3.736 7.333 -9.584 -0.28
O -4.544 7.547 -10.704 -0.28
H 1.832 9.616 -4.136 0.06
S -6.192 7.445 -10.433 0.70
H 3.227 5.497 -5.799 0.10
O -2.601 9.161 -4.327 -0.33
H -5.754 8.339 -12.696 0.06
H 0.167 4.031 -9.749 0.08
H 2.403 12.065 -11.962 0.07
H -0.950 8.911 -11.753 0.05
H -0.620 10.567 -4.457 0.10
H 2.948 16.509 -2.738 0.07
H 6.752 5.221 -8.662 0.07
H 2.997 14.850 -5.920 0.10
H -7.089 9.151 -11.830 0.05
H 0.205 10.099 -14.156 0.04
C -1.220 13.829 -13.839 -0.07
H -2.753 7.286 -10.053 0.10
O 2.811 13.488 -4.418 -0.30
C 2.382 15.659 -3.119 -0.12
H 4.597 8.859 -3.933 0.07
H 3.788 13.347 -6.134 0.13
C 2.037 12.521 -11.042 -0.12
H -3.968 6.390 -9.088 0.13
S 1.613 3.722 -7.986 0.64
H -0.577 3.293 -8.288 0.07
C -0.563 14.153 -12.482 -0.26
H 5.258 5.646 -9.510 0.08
C 1.679 13.295 -6.635 -0.04
O 2.610 4.297 -8.841 -0.28
H 1.571 5.391 -4.171 0.06
O 0.890 14.394 -12.569 -0.28
H -3.165 9.463 -9.457 0.08
F 1.693 10.155 -9.526 -0.30
H -4.369 9.144 -8.347 0.06
H 4.346 9.041 -5.627 0.05
H 2.779 12.451 -10.247 0.07
S 0.365 7.692 -13.434 0.84
H -0.204 8.185 -5.482 0.04
O 4.845 15.072 -4.043 -0.32
H 1.714 15.155 -2.421 0.07
H 5.795 7.550 -7.906 0.10
H 0.665 8.777 -11.255 0.02
C -0.120 8.205 -11.750 -0.28
H -0.720 13.277 -11.853 0.10
O 3.895 13.834 -1.999 -0.33
O 1.640 2.290 -7.532 -0.32
C 5.703 5.486 -8.528 -0.05
H 1.330 3.649 -4.235 0.09
C 2.844 13.778 -5.801 -0.29
O -0.561 9.348 -2.855 -0.28
H 1.256 9.111 -15.107 0.04
H -0.186 5.095 -8.304 0.07
F 0.101 8.288 -8.548 -0.29
H 4.194 7.359 -4.866 0.05
H 4.409 6.929 -7.435 0.08
F 3.291 9.733 -7.743 -0.29
C 0.970 9.327 -14.077 -0.25
C 5.451 6.611 -7.473 -0.27
```

The value obtained for the gap between HOMO and LUMO is 0.3279 Ha. The calculation puts the LUMO energy at 1.57 eV. The net charge is -1.

Most stable: P. Least stable: Q.